No. 1
46
Properties=species:S:1:pos:R:3:forces:R:3 method="wB97M-V/def2-TZVPD" gap_ev=8.433 charge=0
C 4.48033 3.29210 -0.38621 0.02 0.21 -0.14
O 4.39148 2.10001 0.36246 0.02 -0.24 0.19
C 3.46998 1.17610 0.01992 -0.30 -0.38 0.00
C 2.55852 1.30426 -1.03535 0.25 0.35 0.01
C 1.66768 0.29450 -1.31175 0.03 -0.28 0.18
C 1.62844 -0.87841 -0.55001 0.40 0.10 0.25
C 0.75732 -1.99997 -0.78037 -0.22 -0.50 0.34
C -0.12890 -2.09404 -1.99886 0.21 0.13 -0.21
O -1.51690 -2.02354 -1.66020 -0.10 -0.42 0.06
C -2.08577 -0.81857 -1.63944 -0.24 0.20 -0.10
O -1.49422 0.21098 -1.83551 0.09 -0.01 -0.08
C -3.57662 -0.93470 -1.40873 0.18 -0.05 -0.06
C -4.19196 0.39604 -1.03901 0.36 -0.01 0.89
S -4.12294 0.57274 0.78149 -0.27 0.27 -0.25
O -4.71233 -0.61419 1.34431 0.21 -0.31 -0.04
O -4.70163 1.84347 1.12473 0.22 0.22 -0.20
C -2.38055 0.59858 1.21163 -0.64 -0.07 -0.20
C -1.64349 1.73698 0.95103 0.09 0.18 0.00
C -0.32089 1.78698 1.35558 -0.11 0.09 -0.04
C 0.23962 0.70987 2.02484 -0.01 -0.04 0.09
C -0.50625 -0.43257 2.26732 0.03 0.02 0.01
C -1.82686 -0.49169 1.85269 -0.12 -0.20 0.03
C 0.74439 -3.01794 0.10923 -0.03 0.35 -0.47
C 1.60643 -3.04924 1.27558 -0.20 -0.50 0.26
O 1.60640 -3.90731 2.12081 0.03 0.29 -0.21
O 2.50625 -2.02410 1.39152 0.19 -0.05 0.26
C 2.51512 -0.97451 0.54281 -0.04 0.75 -0.72
C 3.43397 0.02933 0.80638 0.01 -0.05 0.02
H 5.28840 3.86232 0.06846 -0.07 -0.01 -0.07
H 3.55377 3.87099 -0.33034 0.02 -0.03 -0.01
H 4.72437 3.09065 -1.43329 -0.03 0.00 0.04
H 2.54188 2.19396 -1.64326 0.02 0.10 -0.05
H 0.96090 0.43947 -2.11138 -0.08 -0.03 -0.08
H 0.10225 -1.31212 -2.72510 -0.02 -0.19 0.07
H -0.00458 -3.07635 -2.46198 -0.01 0.18 0.07
H -4.00952 -1.33097 -2.33159 0.02 0.00 0.06
H -3.77021 -1.66224 -0.61750 0.01 -0.12 -0.18
H -3.64813 1.23251 -1.46938 -0.02 0.08 -0.04
H -5.24577 0.45799 -1.29406 -0.11 0.03 0.15
H -2.11740 2.57235 0.46112 0.01 0.16 -0.07
H 0.26931 2.67051 1.16637 0.04 0.09 -0.02
H 1.26110 0.76699 2.36869 0.08 0.00 0.01
H -0.06780 -1.26859 2.79130 0.03 -0.08 0.07
H -2.44503 -1.35452 2.04552 -0.03 -0.13 0.05
H 0.09742 -3.87140 -0.01758 -0.03 -0.10 0.00
H 4.11238 -0.07275 1.63713 0.10 -0.02 0.13

No. 2
18
Properties=species:S:1:pos:R:3:forces:R:3 method="wB97M-V/def2-TZVPD" gap_ev=9.013 charge=0
C 2.22357 0.19017 -2.53144 -0.62 0.00 -0.87
S 0.41744 -0.39101 -2.71148 1.19 -0.31 1.78
S 0.30121 -1.72842 -0.96515 0.17 0.69 -1.82
C -1.02251 -1.03069 0.02653 1.89 3.52 -1.30
C -0.61462 0.28687 0.76160 0.65 0.56 -0.26
C -1.74508 0.70257 1.69173 -1.51 1.84 1.29
N 0.75428 0.38756 1.48007 -2.13 -1.75 1.39
H 2.46502 0.74304 -1.58922 -0.45 -0.60 -0.87
H 2.79005 -0.73190 -2.67379 0.17 0.23 0.49
H 2.46060 0.79450 -3.45564 -0.52 -0.34 1.08
H -1.92548 -0.84834 -0.53683 -0.20 -0.12 -0.16
H -1.14535 -1.71922 0.74528 -0.84 -2.89 2.54
H -0.43344 1.04180 0.00197 -0.70 0.12 -0.35
H -1.95216 0.06089 2.54710 0.92 -0.55 0.24
H -2.83054 0.75061 1.36898 1.42 0.06 -0.92
H -1.57963 1.72926 2.15841 0.08 -1.19 -0.69
H 1.30903 -0.42674 1.17672 -0.16 0.46 0.09
H 0.52758 0.18906 2.50516 0.64 0.29 -1.66

No. 3
18
Properties=species:S:1:pos:R:3:forces:R:3 method="wB97M-V/def2-TZVPD" gap_ev=8.877 charge=0
C 1.14014 1.68818 -0.15806 0.76 1.84 1.53
N 0.85620 0.40124 0.23961 -1.78 -3.01 1.94
C 1.59363 -0.86360 0.16085 -1.47 0.27 -1.30
C 0.22662 -1.54849 -0.17750 0.39 -3.63 1.68
C -0.46211 -0.20430 -0.07309 1.76 0.85 -1.39
C -1.74144 0.12339 0.67854 -1.72 0.89 -0.37
O -2.83000 0.22676 -0.30651 0.34 -0.71 0.10
H 1.26030 2.21545 0.78962 -1.06 1.36 0.01
H 0.38878 2.10201 -0.83858 0.25 0.15 0.10
H 2.14844 1.89296 -0.43635 0.96 -0.59 -1.48
H 2.02991 -1.27956 1.06346 0.65 0.50 0.08
H 2.21899 -0.83819 -0.74777 0.45 -0.45 0.63
H -0.18442 -2.38258 0.57683 1.12 1.82 -1.50
H 0.39797 -2.06071 -1.15774 -1.14 0.61 0.59
H -0.57265 0.07957 -1.12078 -1.14 0.46 -0.29
H -2.09328 -0.49280 1.54150 0.68 -0.36 -0.93
H -1.80747 1.13479 1.11359 1.01 -0.18 -0.19
H -2.56964 -0.19412 -1.14764 -0.06 0.19 0.78

No. 4
23
Properties=species:S:1:pos:R:3:forces:R:3 method="wB97M-V/def2-TZVPD" gap_ev=11.400 charge=+1
C -0.22213 0.07836 -1.80225 0.29 0.85 0.93
C -1.22316 0.91830 -1.00274 -1.96 0.81 -0.63
C -1.34916 0.86503 0.52819 -0.32 -0.15 0.30
C -0.16983 1.47453 1.24815 0.39 1.36 2.16
C 1.29165 1.16938 0.92270 0.28 -0.73 -0.46
N 0.00782 -1.19496 -1.02145 -1.22 0.70 -0.99
H 0.67980 0.68849 -1.88175 0.33 -0.78 0.02
H -0.56650 -0.18235 -2.80662 0.00 0.05 0.30
H -1.11020 2.00703 -1.21511 0.38 -0.80 -0.15
H -2.20778 0.71440 -1.44136 -0.04 -0.09 0.24
H -2.26991 1.41223 0.80710 0.57 0.35 -0.46
H -1.66165 -0.05243 1.05822 0.60 -0.64 -0.91
H -0.32973 2.55263 1.41900 0.25 -0.06 -0.92
H -0.24555 1.21019 2.30674 -0.20 -0.51 0.04
H 1.96246 1.41438 1.74891 -0.28 0.28 -0.02
H 1.75076 1.57910 0.02296 -0.38 0.48 -0.08
H 1.43961 0.09640 0.80129 -0.01 -0.31 0.13
H 0.83457 -1.70622 -1.30972 0.01 -0.21 0.27
H -0.00973 -1.01151 -0.02044 0.77 0.02 0.11
H -0.83956 -1.75789 -1.14145 0.36 -0.37 -0.24
H 1.19815 -2.41766 1.82673 -1.04 0.04 -0.06
H 2.11669 -2.73005 0.82535 0.11 -0.27 -0.98
O 1.16635 -2.54674 0.86172 1.14 -0.02 1.40

No. 5
9
Properties=species:S:1:pos:R:3:forces:R:3 method="wB97M-V/def2-TZVPD" gap_ev=10.641 charge=0
F 2.82925 -0.56020 -0.85402 -0.57 -0.06 0.50
P 1.35912 -0.32782 -0.18691 1.29 -0.52 -0.53
F 1.74760 1.07255 0.44577 -0.12 0.27 0.25
S 0.45926 0.39343 -1.91907 -0.52 0.05 -0.52
H -0.44615 -0.60659 -1.97786 0.18 0.20 0.11
C -1.23434 0.46582 1.43295 -1.06 -1.85 -0.61
C -1.71539 -0.45005 0.79368 0.76 1.99 0.96
H -0.85216 1.15109 2.14841 0.13 0.22 -0.09
H -2.14719 -1.13822 0.11706 -0.10 -0.31 -0.06

No. 6
16
Properties=species:S:1:pos:R:3:forces:R:3 method="wB97M-V/def2-TZVPD" gap_ev=8.924 charge=+1
C 0.76428 -1.14719 -0.30628 -2.87 -2.54 1.64
C 0.14610 -0.07876 0.54359 -0.94 -0.27 0.59
C -0.93998 0.75783 -0.08346 1.57 1.26 -0.60
C -0.34678 1.94494 -0.78995 -2.91 -1.72 -1.38
N 0.60056 2.55148 -0.29469 4.15 2.28 1.58
C 1.38461 2.01784 0.73348 -0.40 -1.06 -1.31
I 3.07655 3.06981 1.30468 -0.65 -0.12 0.14
N 1.24978 0.74519 1.03690 -0.67 1.97 0.75
H 1.30566 -0.82360 -1.14758 0.44 0.52 -1.15
H -0.17279 -1.82934 -0.56366 2.36 1.00 0.09
H 1.42625 -1.68545 0.39023 -0.11 -0.32 -0.65
H -0.45565 -0.47991 1.40904 1.46 -0.21 -0.50
H -1.37278 1.28669 0.73450 -1.42 0.01 0.64
H -1.58043 0.13278 -0.66012 -0.78 -0.12 -0.27
H -0.79081 2.39351 -1.69055 0.04 -0.36 0.23
H 1.75549 0.38473 1.82096 0.74 -0.33 0.19

No. 7
162
Properties=species:S:1:pos:R:3:forces:R:3 method="wB97M-V/def2-TZVPD" gap_ev=9.318 charge=0
C 17.20681 -7.51450 -25.77546 -0.99 0.84 0.76
C 17.34414 -6.51336 -24.60931 1.75 -0.30 -1.14
O 16.74422 -7.00155 -23.42629 -0.48 -0.68 -0.05
C 15.87367 -6.23622 -22.75559 0.16 0.82 0.58
C 15.31450 -6.91433 -21.54581 -0.13 -0.78 0.18
O 15.69381 -5.07327 -22.99835 -0.26 0.28 -0.43
H 17.33098 -8.53307 -25.41531 0.15 -0.03 -0.06
H 17.94795 -7.26365 -26.52999 -0.01 -0.12 -0.08
H 16.20291 -7.39365 -26.18627 0.05 -0.31 -0.26
H 18.42565 -6.46272 -24.45454 -0.04 0.09 0.60
H 17.06303 -5.50048 -24.88872 -0.57 -0.12 0.23
H 15.83933 -6.51156 -20.68002 0.21 -0.08 -0.03
H 15.45313 -7.99191 -21.60860 0.14 0.03 0.18
H 14.26460 -6.73839 -21.31828 -0.04 0.36 -0.49
C 13.28160 -2.56894 -12.70272 -0.58 0.48 0.68
C 12.63476 -3.63501 -13.58344 1.09 -1.03 0.16
O 11.28648 -3.42556 -13.96696 -0.54 0.59 0.37
C 10.97744 -3.07584 -15.22916 0.25 -1.41 -0.66
C 9.50788 -3.25412 -15.49532 0.65 0.94 -0.06
O 11.79210 -2.88210 -16.09662 0.15 0.52 0.24
H 14.36838 -2.61665 -12.71337 0.01 -0.16 -0.24
H 12.98609 -2.69102 -11.65693 0.05 -0.45 -0.03
H 12.97856 -1.53071 -12.86036 0.03 -0.12 -0.83
H 13.23189 -3.94658 -14.44336 -0.03 0.79 -0.23
H 12.61401 -4.57609 -13.02516 -0.13 0.16 0.28
H 9.19311 -2.36289 -16.04227 -0.34 0.04 0.31
H 9.01641 -3.39555 -14.53913 -0.49 -0.06 -0.26
H 9.38812 -4.05159 -16.22867 -0.07 -0.27 0.35
C 18.51597 -5.86580 -12.11477 -0.62 0.10 -1.29
C 18.13941 -6.19529 -13.57798 -0.39 -1.61 1.52
O 18.97437 -5.47055 -14.46287 -0.27 0.51 0.03
C 19.75433 -6.16857 -15.27863 1.01 -0.04 -1.88
C 20.62536 -5.28229 -16.18583 -0.35 -0.34 1.33
O 19.79047 -7.36312 -15.40509 -0.39 -0.41 0.58
H 18.20795 -4.83443 -11.94754 0.49 0.12 0.30
H 19.58220 -6.04755 -12.00635 0.03 0.26 0.33
H 17.94743 -6.48295 -11.42062 0.05 -0.15 -0.06
H 18.25434 -7.26793 -13.75170 0.37 0.08 -0.08
H 17.07075 -6.05861 -13.74338 0.18 0.87 -0.38
H 21.38638 -5.89206 -16.65979 -0.13 -0.14 -0.06
H 21.11447 -4.57601 -15.51429 -0.09 0.46 -0.42
H 19.98483 -4.81975 -16.93175 0.12 0.34 0.05
C 8.85985 -8.12794 -16.91788 -0.11 -0.21 -0.69
C 9.99503 -8.10026 -15.92525 0.27 -0.78 -0.79
O 9.64730 -7.25863 -14.82891 0.16 -0.74 -0.01
C 10.63498 -6.98918 -13.96271 -0.07 2.61 -0.16
C 10.06320 -6.23221 -12.77247 -0.54 -1.43 -1.04
O 11.80736 -7.07557 -14.22170 0.15 -0.97 0.16
H 9.08410 -8.81472 -17.74112 0.24 -0.19 0.36
H 8.74909 -7.17025 -17.43240 -0.22 0.16 0.52
H 7.90509 -8.46863 -16.51921 0.03 0.24 0.28
H 10.25490 -9.09946 -15.55832 -0.40 0.00 0.23
H 10.91259 -7.81857 -16.45021 -0.04 0.68 0.29
H 9.30743 -5.56307 -13.17892 0.29 0.41 0.09
H 10.85573 -5.75530 -12.21326 -0.18 -0.06 0.31
H 9.45255 -6.99847 -12.28339 0.32 0.26 0.79
C 13.55428 -3.11137 -21.33531 0.58 0.00 0.57
C 13.09504 -2.00564 -20.34649 0.97 -1.67 -1.38
O 12.62854 -0.88854 -21.11171 -0.19 0.16 0.59
C 11.32859 -0.76518 -21.37786 -1.04 1.10 -0.32
C 11.06999 0.62654 -21.93843 1.22 0.51 0.50
O 10.44595 -1.56341 -21.18769 0.56 -0.43 0.28
H 12.85216 -3.33092 -22.13714 -0.25 0.05 0.19
H 13.80567 -4.02651 -20.79438 -0.45 -0.04 0.14
H 14.51348 -2.87568 -21.80094 -0.17 0.44 -0.14
H 12.39163 -2.40937 -19.62929 -0.39 0.36 -0.05
H 13.98990 -1.68776 -19.81847 -0.17 0.39 0.14
H 10.05990 1.01690 -21.89448 -0.26 -0.68 -0.28
H 11.53924 0.72128 -22.91772 -0.34 -0.08 -0.18
H 11.65650 1.31348 -21.31934 0.03 -0.05 -0.01
C 16.78158 -10.08493 -18.71588 -0.16 0.81 -0.38
C 17.45070 -9.18975 -19.77540 -0.64 -1.15 1.31
O 17.06521 -9.74175 -21.03933 -0.09 0.39 0.25
C 17.96972 -9.93522 -21.99155 0.68 -0.86 -1.04
C 17.45451 -10.93060 -23.00197 -0.31 -0.20 -0.07
O 19.08577 -9.49352 -22.04738 0.01 0.49 0.59
H 16.93375 -9.58780 -17.75489 0.22 -0.47 0.19
H 17.17804 -11.09600 -18.76980 0.06 -0.01 0.30
H 15.69938 -10.10791 -18.87076 0.06 -0.07 -0.15
H 17.04336 -8.19795 -19.61200 0.24 0.33 -0.59
H 18.52120 -9.23682 -19.59598 0.13 0.32 -0.53
H 18.16162 -11.14498 -23.79804 0.15 0.44 0.03
H 16.50957 -10.58381 -23.42077 -0.05 -0.13 0.02
H 17.29419 -11.88408 -22.49487 -0.27 0.10 0.10
C 14.97623 -11.26210 -12.00606 1.43 0.92 -0.33
C 15.23384 -11.76738 -13.41428 -0.84 -0.40 0.26
O 14.27376 -11.15239 -14.30146 -0.10 -0.78 0.14
C 14.61143 -10.06993 -14.97782 0.48 1.29 -1.69
C 13.52538 -9.68981 -15.96171 -1.32 -0.66 -0.48
O 15.66231 -9.46036 -14.90986 -0.46 -0.68 0.57
H 14.79755 -10.18974 -12.07709 -0.26 -0.06 0.12
H 15.93602 -11.31283 -11.48363 -0.27 -0.32 0.41
H 14.17658 -11.75285 -11.46194 -0.01 -0.12 -0.12
H 16.23759 -11.63156 -13.80797 0.03 0.35 0.23
H 15.00663 -12.83424 -13.41885 0.00 0.03 -0.42
H 13.52204 -10.22923 -16.91952 0.88 -0.28 0.25
H 13.46856 -8.65891 -16.29733 0.28 0.19 0.62
H 12.54924 -10.02007 -15.59224 0.08 0.38 0.37
C 17.84308 -4.28340 -19.26403 -0.27 0.45 -0.75
C 17.25850 -4.28628 -17.88123 -0.50 -0.35 -0.30
O 17.39761 -2.96801 -17.30809 -0.26 -0.87 -0.22
C 16.99879 -2.85807 -16.04905 0.60 0.93 2.13
C 17.37433 -1.50386 -15.46838 0.14 -0.28 -0.54
O 16.53660 -3.70984 -15.32213 -0.15 -0.35 -1.18
H 17.45610 -3.48246 -19.90189 -0.09 0.31 0.46
H 17.48132 -5.14736 -19.82617 0.55 -0.39 0.30
H 18.92624 -4.16884 -19.26882 0.03 -0.37 -0.04
H 16.21316 -4.59223 -17.91757 -0.16 0.50 0.02
H 17.71147 -5.04763 -17.24367 0.33 0.27 0.19
H 16.81351 -0.71515 -15.96880 0.11 0.11 0.11
H 18.44291 -1.37197 -15.64891 -0.07 0.23 -0.13
H 17.22061 -1.50456 -14.39523 -0.29 0.00 -0.03
C 6.78420 -5.90125 -21.87019 0.81 -1.08 -1.40
C 7.12457 -5.50913 -20.47322 -0.49 0.51 0.66
O 8.48187 -5.10917 -20.37156 0.15 -0.30 -1.86
C 9.06210 -4.79486 -19.24035 0.65 0.72 1.07
C 10.48053 -4.34906 -19.45901 0.10 -0.53 0.69
O 8.52402 -4.83050 -18.15235 -0.29 -0.28 -0.32
H 5.80512 -6.37610 -21.92550 -0.18 0.35 0.12
H 7.46541 -6.67950 -22.24039 0.03 -0.09 0.33
H 6.89694 -5.15187 -22.65491 -0.33 0.47 0.45
H 6.51979 -4.63816 -20.20163 -0.13 -0.36 0.46
H 6.96452 -6.36905 -19.81626 -0.21 0.31 0.23
H 11.08791 -4.63052 -18.60029 -0.12 -0.06 0.05
H 10.53300 -3.26387 -19.49025 -0.22 0.00 -0.41
H 10.92597 -4.81908 -20.33273 -0.08 0.33 -0.20
C 9.60616 -8.10767 -20.23562 -0.07 -0.03 -1.52
N 10.96227 -8.60439 -20.49305 -1.03 0.66 0.76
C 11.07518 -9.54450 -21.58263 0.26 -0.79 0.49
C 11.93213 -8.16050 -19.66627 0.95 -0.18 -0.52
O 13.03759 -8.65764 -19.53714 -0.05 -0.04 -0.10
H 8.90847 -8.94470 -20.15534 0.11 -0.10 0.44
H 9.24715 -7.56207 -21.11271 0.09 0.18 0.01
H 9.52763 -7.44090 -19.38361 0.30 -0.20 0.01
H 10.32877 -10.32786 -21.42980 -0.29 0.17 -0.36
H 10.95753 -9.03839 -22.53974 -0.20 -0.05 -0.06
H 12.00775 -10.10685 -21.59263 0.30 0.51 0.24
H 11.67475 -7.20462 -19.18778 -0.19 -0.12 0.42
C 14.78193 -6.28465 -15.44877 -0.37 -0.84 -0.59
N 14.50630 -6.10273 -16.87735 0.50 -0.54 -0.71
C 15.22903 -6.97927 -17.76593 1.15 -0.69 -0.26
C 13.53660 -5.30413 -17.35232 -0.75 -0.69 0.64
O 13.30553 -5.06793 -18.52765 0.38 -0.01 -0.22
H 15.64342 -6.93891 -15.30878 0.50 0.54 -0.43
H 14.02892 -6.96012 -15.04137 -0.51 0.86 0.53
H 14.94478 -5.30314 -15.02318 -0.20 -0.22 0.60
H 16.30351 -6.75730 -17.76287 -0.03 0.15 0.05
H 15.17752 -8.01335 -17.42326 -0.18 0.03 0.24
H 14.91507 -7.02458 -18.80393 -0.55 0.56 0.17
H 12.83345 -5.00377 -16.55761 0.30 0.54 0.03
C 12.73965 -8.58356 -10.63267 0.40 -0.19 0.19
N 13.42823 -7.36195 -10.98793 -0.40 0.38 -0.17
C 14.38334 -7.49104 -12.06437 1.37 -1.45 1.27
C 13.37931 -6.22508 -10.26688 -0.09 0.15 0.36
O 13.98900 -5.20068 -10.51296 0.03 -0.11 -0.11
H 11.86427 -8.45847 -9.99789 -0.09 0.46 -0.22
H 13.39980 -9.25411 -10.07184 0.12 -0.09 -0.16
H 12.47506 -9.06730 -11.57306 -0.28 -0.17 0.15
H 14.90396 -6.56078 -12.26156 -0.70 0.22 -0.69
H 15.19866 -8.12637 -11.66801 0.10 0.14 0.09
H 14.01080 -8.15877 -12.83947 -0.36 0.98 -0.62
H 12.73213 -6.29556 -9.37234 -0.13 -0.11 -0.18

Which molecular weight belongs to each record? In order, 402.4 137.3 101.1 106.2 128.1 223.0 1012.2 g mol⁻¹.
Which strongest force on any atom belongs to each record? In order, 1.0 4.2 4.0 2.6 2.3 5.0 2.6 eV/A.
Which E_HOMO belongs to each record? In order, -8.717 -8.614 -7.894 -14.593 -9.986 -14.358 -8.861 eV.